Record 1
Molecular formula: C16H47B2Mn2O9
Method: DFT, wB97M-V/def2-TZVPD

CARTESIAN COORDINATES (ANGSTROEM)
Mn (0.0328, -0.5132, -2.8804)
Mn (-1.3644, -0.5753, 1.2266)
C (0.6426, 2.2497, 3.6430)
C (0.5655, 0.7339, 3.7025)
O (-0.0474, 0.0907, 2.6552)
H (0.9922, 2.6169, 4.6166)
H (-0.3667, 2.6839, 3.6077)
H (1.2379, 2.8084, 2.9213)
H (0.1892, 0.4357, 4.6943)
H (1.6294, 0.4538, 3.7984)
O (1.0085, 1.4058, -2.8593)
C (1.1050, 2.6978, -2.3360)
C (2.3785, 3.5851, -2.5621)
O (3.5651, 2.8961, -2.7760)
H (0.9304, 2.5427, -1.2487)
H (0.1894, 3.3119, -2.4773)
H (2.4905, 4.2375, -1.6737)
H (2.3579, 4.1969, -3.4822)
B (-0.1965, -1.0694, -0.6066)
H (0.3672, -1.7121, -1.3321)
H (-0.4576, -0.0833, -1.0717)
H (-1.1554, -1.6238, -0.4254)
H (0.4160, -0.9341, 0.3211)
B (-1.6541, -1.1383, -3.9813)
H (-2.6623, -1.2696, -4.5003)
H (-1.0658, -0.2710, -4.3769)
H (-1.7917, -0.9506, -2.8828)
H (-0.9663, -2.0628, -4.0743)
C (2.8445, 0.4458, -0.3443)
O (3.6083, 0.2316, -1.5081)
C (4.9948, 0.1986, -1.2677)
C (5.6539, -0.4942, -2.4285)
O (5.2065, 0.1602, -3.6181)
C (6.0674, -0.1774, -4.6815)
H (2.7837, 1.5103, -0.0802)
H (3.2045, -0.1642, 0.4898)
H (1.7770, 0.3200, -0.5278)
H (5.1974, -0.3394, -0.3316)
H (5.2794, 1.2586, -1.2504)
H (5.3111, -1.5331, -2.4829)
H (6.7363, -0.4008, -2.2921)
H (6.0668, -1.2324, -4.9772)
H (7.1051, 0.0798, -4.4271)
H (5.8917, 0.4450, -5.5590)
C (-3.2222, 0.4862, 3.5118)
O (-2.6536, -0.6594, 2.8613)
C (-3.2083, -1.8498, 3.3311)
C (-2.0732, -2.8721, 3.3041)
O (-1.3062, -2.6391, 2.1136)
C (-0.0808, -3.3503, 2.0915)
H (-3.2458, 0.2871, 4.5814)
H (-4.2075, 0.7010, 3.0896)
H (-2.6292, 1.3788, 3.3200)
H (-4.0534, -2.2105, 2.7379)
H (-3.5390, -1.8828, 4.3730)
H (-2.4015, -3.9158, 3.2848)
H (-1.4872, -2.7886, 4.2232)
H (-0.1799, -4.4394, 2.0546)
H (0.5893, -2.9613, 2.8573)
H (0.4171, -3.2037, 1.1311)
C (-1.5829, 2.4064, 0.3820)
O (-2.2773, 1.1667, 0.4800)
C (-3.6181, 1.3159, 0.0879)
C (-4.1954, -0.0760, -0.3410)
O (-3.3699, -1.0856, 0.2305)
C (-3.8909, -2.4290, 0.0489)
H (-1.7449, 2.9938, -0.5247)
H (-0.5431, 2.1675, 0.5937)
H (-1.9096, 3.1710, 1.1020)
H (-3.7155, 1.8807, -0.8440)
H (-4.2418, 1.8157, 0.8316)
H (-4.4449, -0.2693, -1.3881)
H (-5.2277, -0.0907, 0.0411)
H (-3.3608, -3.0200, 0.7878)
H (-3.7413, -2.6145, -1.0139)
H (-4.9526, -2.4647, 0.3069)

Summary:
Net charge: -1
2S+1: 11
Frontier orbital gap (alpha / beta), hartree: 0.091 / 0.091
Energy above the lowest of the compared OMol25 structures with the same formula, charge and spin, kcal per mole: 50.0
Molecular weight, g mol⁻¹: 515.04

These are the Löwdin partial charges, in e, on atoms 1 to 5:
1 Mn 0.842
2 Mn 0.831
3 C -0.114
4 C -0.454
5 O -0.322

Record 2
Molecular formula: C3H6S2
Method: DFT, wB97M-V/def2-TZVPD

CARTESIAN COORDINATES (ANGSTROEM)
C (-0.9946, 0.0201, -0.9244)
C (0.2763, 0.1391, 0.0270)
S (0.4829, 1.8630, 0.2648)
C (0.4113, -0.8069, 1.2266)
S (1.6500, -1.0362, -0.0165)
H (-1.0312, -0.8328, -1.5099)
H (-0.9567, 0.9235, -1.5074)
H (-1.8504, -0.0576, -0.3424)
H (1.3305, 1.9421, -0.7603)
H (0.9251, -0.4866, 2.1399)
H (-0.2433, -1.6676, 1.4026)

Summary:
Net charge: 0
Frontier orbital gap, hartree: 0.357
Energy above the lowest of the compared OMol25 structures with the same formula, charge and spin, kcal per mole: 29.3
Structure (SMILES): C[C@@]1(S)CS1
Molecular weight, g mol⁻¹: 106.21

These are the Löwdin partial charges, in e, on atoms 1 to 5:
1 C -0.125
2 C -1.116
3 S 0.761
4 C -0.476
5 S 0.793

Record 3
Molecular formula: C4H10S
Method: DFT, wB97M-V/def2-TZVPD

CARTESIAN COORDINATES (ANGSTROEM)
C (-2.7303, 1.5006, 0.8792)
C (-2.7150, 0.5243, -0.0899)
H (-3.7362, 1.8123, 1.2267)
H (-1.8799, 1.7439, 1.4988)
H (-3.5653, 0.1243, -0.5286)
H (-1.7194, 0.3502, -0.5052)
C (2.7543, 0.0348, -0.2119)
C (1.4803, -0.8855, -0.6747)
S (1.2133, -2.2940, 0.2938)
H (2.8547, -0.2512, 0.9262)
H (3.5798, -0.3004, -0.8046)
H (2.4479, 1.0814, -0.4085)
H (1.5592, -1.0148, -1.7389)
H (0.5744, -0.2407, -0.5817)
H (-0.1178, -2.1853, 0.7193)

Summary:
Net charge: +1
2S+1: 2
Frontier orbital gap (alpha / beta), hartree: 0.318 / 0.137
Energy above the lowest of the compared OMol25 structures with the same formula, charge and spin, kcal per mole: 40.9
Molecular weight, g mol⁻¹: 90.19

These are the Löwdin partial charges, in e, on atoms 1 to 5:
1 C -0.044
2 C -0.064
3 H 0.061
4 H 0.038
5 H 0.021

Record 4
Molecular formula: C21H11BrCl5CoO
Method: DFT, wB97M-V/def2-TZVPD

CARTESIAN COORDINATES (ANGSTROEM)
Co (-0.6478, -0.0375, 0.0053)
C (-0.7095, 2.1442, 0.3586)
C (-1.0862, 1.9600, -0.9954)
C (-2.3335, 1.2792, -1.0132)
C (-2.6842, 0.9576, 0.2936)
C (-1.6505, 1.4566, 1.1599)
H (0.1770, 2.6450, 0.7152)
H (-0.5353, 2.3000, -1.8588)
H (-2.8406, 0.9373, -1.9027)
H (-3.5284, 0.3641, 0.6060)
H (-1.6292, 1.3651, 2.2348)
Br (1.8607, 0.2447, 1.8942)
C (1.0141, -1.0750, 2.9696)
C (1.6467, -1.3553, 4.1470)
C (1.1393, -2.3494, 5.0061)
C (0.0219, -3.0338, 4.6404)
C (-0.6470, -2.7535, 3.4210)
C (-1.7946, -3.5046, 3.0859)
C (-2.4369, -3.2556, 1.9084)
C (-1.9757, -2.2438, 1.0501)
C (-0.8780, -1.4407, 1.3121)
C (-0.1781, -1.7358, 2.5333)
H (2.5460, -0.8151, 4.4086)
H (1.6490, -2.5662, 5.9365)
H (-0.3808, -3.8156, 5.2747)
H (-2.1358, -4.2736, 3.7694)
H (-3.3107, -3.8344, 1.6286)
H (-2.5145, -2.0918, 0.1223)
Cl (2.1556, -2.9411, -6.1957)
C (1.2594, -2.4458, -4.8033)
C (1.8119, -1.5664, -3.8764)
Cl (3.4116, -0.9614, -4.1284)
C (1.0963, -1.1691, -2.7592)
Cl (1.7977, -0.0807, -1.6104)
C (-0.2202, -1.6281, -2.4968)
O (-0.9192, -1.2819, -1.4963)
C (-0.7508, -2.5277, -3.4666)
Cl (-2.3513, -3.1085, -3.1869)
C (-0.0337, -2.9183, -4.5809)
Cl (-0.7459, -4.0060, -5.7226)

Summary:
Net charge: -1
2S+1: 2
Frontier orbital gap (alpha / beta), hartree: 0.266 / 0.273
Energy above the lowest of the compared OMol25 structures with the same formula, charge and spin, kcal per mole: 0.0
Molecular weight, g mol⁻¹: 595.42

These are the Löwdin partial charges, in e, on atoms 1 to 5:
1 Co 0.330
2 C -0.208
3 C -0.177
4 C -0.147
5 C -0.156

Record 5
Molecular formula: C20H41Cl2O8S3
Method: DFT, wB97M-V/def2-TZVPD

CARTESIAN COORDINATES (ANGSTROEM)
C (-2.2349, 1.0709, 2.7178)
C (-3.1866, -0.1401, 2.4624)
C (-2.4302, -1.5382, 2.4330)
C (-2.2030, -2.0220, 0.9536)
C (-1.3737, -0.8865, 0.2424)
C (-0.7188, -1.3563, -1.0870)
C (0.1097, -0.2504, -1.8136)
C (0.8627, 0.7184, -0.8468)
C (0.3470, 2.2091, -0.8995)
C (1.5905, 3.1461, -0.7977)
C (2.3805, 2.9461, 0.5287)
C (1.8122, 3.7591, 1.7451)
C (0.8032, 2.8575, 2.5357)
S (1.7752, 1.6967, 3.6078)
C (0.9676, 0.0249, 3.4952)
Cl (-0.0641, -0.1440, 4.9861)
C (2.0788, -1.1383, 3.4263)
C (2.2399, -1.6901, 1.9619)
Cl (1.6026, -2.5692, 4.4626)
H (-2.8241, 1.9832, 2.9472)
H (-1.6017, 1.2854, 1.8284)
H (-1.5500, 0.8647, 3.5679)
H (-3.8828, -0.1934, 3.3246)
H (-3.7602, -0.0040, 1.5236)
H (-1.4119, -1.3216, 2.8361)
H (-2.9868, -2.2616, 3.0520)
H (-1.5316, -2.9098, 1.0110)
H (-3.1493, -2.2446, 0.4313)
H (-2.0569, -0.0417, 0.0145)
H (-0.6353, -0.5583, 1.0123)
H (-1.5549, -1.6312, -1.7731)
H (-0.1659, -2.3045, -0.9174)
H (0.8750, -0.7730, -2.4277)
H (-0.5140, 0.3520, -2.5005)
H (0.8943, 0.3791, 0.2084)
H (1.9241, 0.7607, -1.1898)
H (-0.3466, 2.4588, -0.0699)
H (-0.2066, 2.3946, -1.8426)
H (1.2643, 4.2073, -0.8543)
H (2.2803, 2.9155, -1.6355)
H (3.4264, 3.2742, 0.3429)
H (2.4393, 1.8780, 0.8436)
H (1.3225, 4.6675, 1.3480)
H (2.6382, 4.0624, 2.4219)
H (0.1239, 2.2845, 1.8682)
H (0.1445, 3.4937, 3.1642)
H (3.0600, 1.6053, 3.1172)
H (0.2880, -0.0203, 2.6198)
H (3.0438, -0.7911, 3.8481)
H (1.7045, -2.6518, 1.8800)
H (1.8189, -0.9781, 1.2200)
H (3.3164, -1.8819, 1.7881)
C (-3.9691, 0.7753, -4.0593)
C (-5.0348, -0.0426, -3.3532)
O (-4.7942, 0.1728, -1.9579)
S (-4.2190, 1.6661, -1.7426)
O (-5.2955, 2.5209, -1.3636)
O (-3.0112, 1.5744, -0.9841)
O (-3.8436, 1.9722, -3.2827)
H (-3.0052, 0.2600, -4.0527)
H (-4.2437, 1.0165, -5.0837)
H (-4.9729, -1.1017, -3.5922)
H (-6.0367, 0.3251, -3.5865)
C (4.3288, -3.2818, -1.7434)
C (4.7875, -3.3832, -3.1865)
O (3.5815, -3.5161, -3.9439)
S (2.3986, -2.6958, -3.2136)
O (2.2852, -1.4189, -3.8436)
O (1.2854, -3.5683, -3.0376)
O (3.1340, -2.4928, -1.7868)
H (4.0755, -4.2643, -1.3383)
H (5.0726, -2.8077, -1.1061)
H (5.4407, -4.2355, -3.3570)
H (5.2919, -2.4683, -3.5073)

Summary:
Net charge: +1
Frontier orbital gap, hartree: 0.349
Molecular weight, g mol⁻¹: 576.65

These are the Löwdin partial charges, in e, on atoms 1 to 5:
1 C -0.130
2 C -0.210
3 C -0.188
4 C -0.172
5 C -0.219

Record 6
Molecular formula: C11H10Br4O4S2V
Method: DFT, wB97M-V/def2-TZVPD

CARTESIAN COORDINATES (ANGSTROEM)
V (-0.1260, 0.0998, -0.7276)
Br (3.7068, -1.9942, 4.7962)
C (3.1282, -1.5148, 3.0568)
C (4.0235, -1.4665, 2.0057)
Br (5.8473, -1.9084, 2.2496)
C (3.5678, -1.0705, 0.7241)
Br (4.7007, -1.0010, -0.7853)
C (2.2572, -0.7060, 0.5234)
O (1.7355, -0.3167, -0.6196)
C (1.3127, -0.7985, 1.5913)
O (0.0915, -0.5347, 1.2717)
C (1.7762, -1.1860, 2.8498)
Br (0.4728, -1.3028, 4.2167)
C (1.0639, 3.5225, -0.5109)
O (1.0877, 2.6638, -1.6239)
C (-0.1810, 2.0906, -1.9669)
S (-1.5421, 3.1816, -2.0568)
S (0.0555, 0.6866, -3.0104)
H (2.1098, 3.7102, -0.2520)
H (0.5559, 3.0605, 0.3451)
H (0.5488, 4.4624, -0.7291)
C (-4.0860, 0.0635, -1.3884)
C (-3.0531, -0.6461, -0.5278)
C (-2.7422, -2.0412, -1.0512)
O (-1.8834, 0.1056, -0.4880)
H (-5.0619, -0.4283, -1.3057)
H (-3.7645, 0.0654, -2.4325)
H (-4.1687, 1.1075, -1.0865)
H (-3.4505, -0.7456, 0.4934)
H (-2.3027, -1.9596, -2.0487)
H (-3.6510, -2.6501, -1.1136)
H (-2.0287, -2.5489, -0.3993)

Summary:
Net charge: -2
2S+1: 2
Frontier orbital gap (alpha / beta), hartree: 0.180 / 0.143
Energy above the lowest of the compared OMol25 structures with the same formula, charge and spin, kcal per mole: 30.8
Molecular weight, g mol⁻¹: 640.89

These are the Löwdin partial charges, in e, on atoms 1 to 5:
1 V 0.784
2 Br 0.632
3 C -0.775
4 C -0.775
5 Br 0.630

Record 7
Molecular formula: C5H15N2O
Method: DFT, wB97M-V/def2-TZVPD

CARTESIAN COORDINATES (ANGSTROEM)
N (-3.9786, -1.3069, -1.3062)
C (1.7293, -0.7995, -0.6613)
C (0.7123, -1.0295, -1.7194)
O (-0.5760, -1.1305, -1.1346)
C (1.0929, -0.3089, 0.6054)
N (0.6928, 1.1892, 0.8187)
C (1.8128, 2.0326, 0.4681)
C (0.0644, 1.3872, 2.1051)
H (-4.3691, -0.6024, -0.6299)
H (-4.5379, -2.1564, -1.1218)
H (-4.0495, -0.9900, -2.2917)
H (2.4751, -1.5795, -0.4872)
H (0.9180, -2.0228, -2.1092)
H (0.6903, -0.3213, -2.4976)
H (-0.6978, -2.0879, -0.9644)
H (0.0991, -0.6906, 0.8739)
H (1.7787, -0.5554, 1.5451)
H (2.6520, 1.9422, 1.2049)
H (1.7011, 3.1200, 0.3158)
H (2.1280, 1.6083, -0.5303)
H (0.5858, 0.8372, 2.9445)
H (-1.0120, 1.0274, 2.0555)
H (0.0883, 2.4379, 2.5167)

Summary:
Net charge: +1
Frontier orbital gap, hartree: 0.171
Energy above the lowest of the compared OMol25 structures with the same formula, charge and spin, kcal per mole: 157.4
Molecular weight, g mol⁻¹: 119.19

These are the Löwdin partial charges, in e, on atoms 1 to 5:
1 N -0.027
2 C 0.230
3 C -0.195
4 O -0.044
5 C -0.140